No. 1
17
Properties=species:S:1:pos:R:3 method="wB97M-V/def2-TZVPD" total_charge=+1 e_above_lowest_ev=2.751 gap_ev="7.406 / 7.404" e_lumo_ev="-7.344 / -7.345"
C -2.9351 0.0417 3.6356
C 1.8433 0.2428 1.1906
C 1.1920 0.3425 -0.0318
C -2.2786 -0.2363 1.3399
C 1.0867 0.1285 2.3982
C -0.2089 0.1605 -0.0138
C -0.8597 0.0816 1.2112
C -0.7544 -0.1561 -1.4451
N -2.6328 -0.4100 2.6001
N -0.2084 0.2475 2.3529
H 3.0062 0.0565 1.1151
H 1.5773 0.3841 -1.0647
H -2.8857 -0.7304 0.5615
H 1.5820 0.2502 3.2978
H -1.2981 -1.0726 -1.5192
H -0.0418 -0.0302 -2.2169
H -1.5495 0.6071 -1.6261


No. 2
102
Properties=species:S:1:pos:R:3 method="wB97M-V/def2-TZVPD" total_charge=+3 e_above_lowest_ev=0.000 gap_ev=1.615 e_lumo_ev=-13.459
Zr 3.5423 2.1313 -0.3090
C -0.6870 1.2327 0.8884
C 0.5125 0.4312 0.4577
C 0.0743 -0.7015 -0.4585
O 1.5840 1.1536 -0.0093
H -1.1165 1.7248 0.0158
H -0.5287 2.0046 1.6415
H -1.3975 0.5271 1.3191
H 0.8647 -0.0354 1.3777
H -0.2711 -0.3847 -1.4425
H -0.6518 -1.3126 0.0777
H 0.8746 -1.4145 -0.6569
C 3.1929 4.3673 -3.8061
C 3.5486 2.8919 -3.5188
O 2.8701 2.4429 -2.3737
H 3.3496 5.0161 -2.9443
H 2.1313 4.5577 -3.9637
H 3.7061 4.7561 -4.6856
H 4.6274 2.8236 -3.3790
H 3.2775 2.2121 -4.3266
H 1.9751 2.3716 -2.7135
C 2.0208 -3.9625 1.4533
C 3.4203 -4.3364 1.9665
O 4.2368 -3.2962 1.4017
H 1.3046 -4.6438 1.9126
H 1.8455 -3.9888 0.3778
H 1.7079 -2.9856 1.8218
H 3.7039 -5.3212 1.5953
H 3.3838 -4.3972 3.0542
H 4.7698 -3.6641 0.6931
C -4.6478 0.3538 -3.8710
C -3.3601 -0.4149 -3.8572
O -2.5835 -0.1469 -5.0371
H -5.1375 -0.0809 -4.7424
H -4.5050 1.3959 -4.1571
H -5.2102 0.2027 -2.9497
H -3.4484 -1.4981 -3.7726
H -2.7698 -0.0327 -3.0244
H -2.9466 -0.7368 -5.7017
C -2.1061 -1.9485 2.9923
C -1.8509 -1.1130 4.2665
O -1.1657 -1.8875 5.2024
H -1.1393 -2.2313 2.5756
H -2.6716 -1.4191 2.2255
H -2.7176 -2.8174 3.2356
H -2.7790 -0.7619 4.7175
H -1.1992 -0.2828 3.9945
H -0.9972 -1.3238 5.9610
C 2.2338 1.9455 5.5870
C 1.4323 1.8522 4.2607
O 1.5454 3.1158 3.5236
H 3.3105 2.0685 5.4703
H 2.0826 1.0854 6.2392
H 1.9049 2.8159 6.1549
H 0.4023 1.5673 4.4756
H 1.8577 1.0866 3.6120
H 0.7732 3.6311 3.7679
C -0.1461 -2.0645 -4.3884
C -0.0995 -3.4410 -3.7530
O 0.4939 -4.3053 -4.6771
H 0.8378 -1.5966 -4.4214
H -0.7793 -1.4022 -3.7980
H -0.4860 -2.0353 -5.4236
H -1.1317 -3.7330 -3.5597
H 0.4061 -3.4461 -2.7873
H 0.0187 -5.1389 -4.6499
C -2.8611 -3.6377 -0.2641
C -3.6918 -4.5383 -1.1286
O -3.4755 -5.8751 -0.7575
H -1.7983 -3.8637 -0.3504
H -3.1511 -3.7583 0.7796
H -3.0539 -2.6060 -0.5582
H -3.4565 -4.4208 -2.1865
H -4.7405 -4.3011 -0.9495
H -3.8009 -6.3715 -1.5120
C 0.7910 5.3921 0.6762
C 1.1609 4.3960 -0.4535
O 2.5747 4.1788 -0.2966
H 1.0902 6.4374 0.5994
H 1.0631 5.0064 1.6587
H -0.2848 5.5080 0.8075
H 0.9908 4.8302 -1.4387
H 0.5408 3.5084 -0.3280
H 2.9025 5.0736 -0.4125
C 2.9702 -1.1197 -2.7823
C 3.7615 -0.9176 -1.5003
O 4.2163 0.3883 -1.5505
H 3.5763 -1.0186 -3.6826
H 2.1633 -0.4069 -2.9526
H 2.5349 -2.1180 -2.8275
H 4.6664 -1.5252 -1.5109
H 3.1515 -1.1737 -0.6340
H 4.8014 0.3894 -2.3115
C -3.2710 2.2708 3.3705
C -4.2486 2.9258 4.3549
O -3.5452 3.9711 5.0276
H -3.6983 1.3200 3.0518
H -2.3003 1.9824 3.7737
H -3.0697 2.8302 2.4569
H -4.6892 2.1993 5.0377
H -5.0976 3.3448 3.8149
H -4.0140 4.2373 5.8220


No. 3
10
Properties=species:S:1:pos:R:3 method="wB97M-V/def2-TZVPD" e_above_lowest_ev=4.434 gap_ev=10.167 e_lumo_ev=0.578
N -1.2189 -0.8607 -0.4798
C -0.3621 0.1135 0.1477
C 1.0837 -0.1480 0.0971
C 2.2543 -0.4404 0.0234
C -0.8097 1.4829 0.1975
N -1.1999 2.5419 0.4805
H -1.2575 -0.8186 -1.4979
H -0.9547 -1.8063 -0.2189
H -0.8389 0.5967 1.2979
H 3.3037 -0.6611 -0.0475